1.
Molecular formula: C34H39FN10O3Tl
Method: DFT, ωB97M-V with the def2-TZVPD basis set

The LUMO energy (spin up / spin down) is -8.042 / -10.162 eV. The value obtained for the highest occupied orbital energy (spin up / spin down) is -14.402 / -14.401 eV. As for the charge: +3. The max |F| is 5.22 eV Å⁻¹. The value obtained for the energy above the lowest of the compared OMol25 structures with the same formula, charge and spin is 320.51 kJ/mol. The multiplicity is 1.

Each line ends with the Löwdin charge.
Element x y z (Å)
Tl 1.3458 1.9535 -0.2887  1.038
F -0.7005 -2.8042 -5.8835  0.088
C -1.0316 -1.5042 -5.7549  -0.164
C -0.8765 -0.9876 -4.5019  0.093
C -1.2452 0.3408 -4.2423  -0.033
C -0.6614 1.0447 -3.0366  -0.293
O 0.2348 0.6919 -2.2650  -0.061
C -1.2563 2.2752 -2.7974  0.065
C -2.0732 2.8665 -3.8294  0.084
N -2.3224 2.3786 -5.0147  0.025
C -2.8512 3.1140 -6.0914  -0.287
C -2.7686 4.6108 -5.8083  -0.026
C -1.9366 3.9373 -7.0062  0.004
C -1.8570 1.0473 -5.2606  -0.093
C -2.0509 0.5037 -6.5304  0.076
C -1.6692 -0.7904 -6.8354  -0.128
N -2.0469 -1.5185 -7.9723  -0.124
C -0.9257 -1.9519 -8.8798  -0.075
C -1.3731 -3.1790 -9.7201  -0.077
N -2.7302 -3.5516 -9.2486  0.030
C -3.8144 -2.5114 -9.3005  -0.063
C -3.2167 -1.1755 -8.7380  -0.135
C -1.2627 3.0912 -1.4545  -0.570
O -2.3144 3.1031 -0.7819  0.158
O -0.1540 3.6563 -1.0535  -0.193
H -0.4043 -1.5012 -3.6338  0.165
H -2.5749 3.7731 -3.6870  0.128
H -3.8182 2.6565 -6.4384  0.181
H -2.2639 4.9881 -4.8994  0.111
H -3.7026 5.0794 -6.0757  0.113
H -0.8649 3.7144 -6.8689  0.119
H -2.1773 4.1467 -8.0335  0.103
H -2.5171 1.0756 -7.2942  0.111
H -0.1521 -2.3049 -8.1856  0.128
H -0.5537 -1.2198 -9.6109  0.139
H -0.7591 -4.0565 -9.5320  0.139
H -1.3935 -3.0691 -10.8103  0.147
H -2.6294 -3.7156 -8.2143  0.195
H -2.9921 -4.4933 -9.6610  0.221
H -4.6228 -2.9186 -8.7522  0.120
H -4.2342 -2.2950 -10.2999  0.147
H -3.9656 -0.6351 -8.0797  0.147
H -2.9697 -0.3942 -9.6154  0.175
C -3.1350 1.1675 2.1954  -0.015
C -2.2996 0.7543 1.1642  -0.165
N -1.0033 0.4624 1.3002  0.025
C -0.4958 0.3892 2.5133  -0.107
C -1.3230 0.5435 3.6915  -0.198
C -2.6221 0.9885 3.4969  0.006
C -0.8733 0.0784 5.0057  -0.025
C 0.2553 0.4039 5.6478  0.000
C 1.3887 1.2162 5.0673  -0.254
C 1.1877 2.3621 4.3573  -0.013
C 2.3311 3.0750 3.9560  -0.097
N 3.5600 2.6787 4.2751  0.096
C 3.6490 1.5496 5.0084  -0.180
N 2.6423 0.7410 5.3612  0.084
H -4.1851 1.3154 1.9164  0.123
H -2.7854 0.6344 0.1642  0.118
H 0.5838 0.2396 2.6127  0.110
H -3.2308 1.0956 4.3428  0.109
H -1.5761 -0.5329 5.5046  0.112
H 0.4908 0.0490 6.6013  0.080
H 0.1590 2.7114 4.2590  0.132
H 2.1690 3.9743 3.3206  0.131
H 4.6539 1.2612 5.3505  0.120
C 2.4381 -2.1299 7.5285  -0.177
N 2.4969 -1.1980 8.5617  -0.010
C 2.7916 -2.0063 9.8515  -0.124
N 4.0489 -2.5895 9.7782  -0.063
C 4.1998 -3.5705 8.6712  -0.100
N 3.7681 -2.8325 7.4345  -0.053
C 4.7157 -1.7328 6.9966  -0.081
N 4.5375 -0.8721 8.1275  -0.036
C 3.3682 -0.0541 8.1920  -0.058
C 4.9835 -1.4629 9.3216  -0.095
H 2.3237 -1.7711 6.5066  0.113
H 1.6784 -2.9329 7.5109  0.157
H 1.9588 -2.6729 9.8565  0.132
H 2.7574 -1.3795 10.7739  0.157
H 3.5369 -4.4153 8.8371  0.133
H 5.1979 -4.0444 8.6061  0.145
H 4.3146 -1.2600 6.0422  0.139
H 5.7747 -2.1184 6.8651  0.167
H 3.1638 0.2933 7.1874  0.079
H 3.5182 0.6709 8.9522  0.143
H 5.0569 -0.6784 10.1225  0.165
H 5.9828 -1.8723 9.1521  0.146

---

2.
Molecular formula: C34H39N10O4PSn
Method: DFT, ωB97M-V with the def2-TZVPD basis set

The LUMO energy is -0.142 eV. The value obtained for the highest occupied orbital energy is -7.252 eV. The max |F| is 0.54 eV Å⁻¹. The value obtained for the energy above the lowest of the compared OMol25 structures with the same formula, charge and spin is 49.40 kJ/mol. The multiplicity is 1.

Each line ends with the Löwdin charge.
Element x y z (Å)
Sn -0.0438 -0.1622 -0.1791  1.262
O -4.4514 -4.1535 -4.2528  -0.045
C -3.6414 -4.6156 -3.4219  -0.689
O -3.3051 -5.7796 -3.1368  -0.029
C -2.8899 -3.5413 -2.6207  -0.078
C -3.1401 -2.1885 -2.8373  0.016
C -2.4238 -1.2499 -2.1303  -0.133
N -1.4896 -1.6005 -1.2293  -0.065
C -1.2426 -2.9016 -1.0092  -0.181
C -1.9285 -3.8930 -1.6819  0.075
C -0.1305 -3.2049 -0.0160  -0.598
O 0.1179 -4.3518 0.2833  0.078
O 0.4948 -2.1445 0.4241  -0.306
H -3.8908 -1.9195 -3.5697  0.118
H -2.5747 -0.1879 -2.2749  0.092
H -1.7096 -4.9347 -1.4924  0.132
N -2.9031 0.2277 2.8176  -0.113
P -1.1886 0.0062 2.7024  0.975
C -0.8663 -0.9613 4.2012  -0.364
C -0.1317 -2.1381 4.0485  -0.079
C 0.1799 -2.9089 5.1671  -0.071
C -0.2481 -2.5112 6.4238  -0.081
C -0.9860 -1.3391 6.5778  -0.082
C -1.2885 -0.5628 5.4716  -0.092
C -0.5332 1.6614 3.1173  -0.372
C 0.8560 1.8100 3.1389  -0.101
C 1.4257 3.0456 3.4137  -0.089
C 0.6115 4.1498 3.6494  -0.104
C -0.7699 4.0113 3.6042  -0.086
C -1.3408 2.7710 3.3360  -0.094
C -3.5503 0.6969 1.6834  -0.408
C -4.9373 0.6145 1.5194  -0.011
C -5.4796 1.1393 0.3703  -0.063
C -4.6531 1.7401 -0.5789  -0.072
C -3.2992 1.7622 -0.3270  -0.161
N -2.7468 1.2415 0.7769  0.057
H -3.4171 -0.4126 3.4018  0.105
H 0.1700 -2.4628 3.0557  0.091
H 0.7426 -3.8268 5.0483  0.108
H -0.0095 -3.1146 7.2923  0.104
H -1.3180 -1.0325 7.5623  0.103
H -1.8446 0.3612 5.5944  0.106
H 1.4996 0.9557 2.9431  0.108
H 2.5040 3.1480 3.4421  0.106
H 1.0539 5.1148 3.8668  0.102
H -1.4071 4.8691 3.7827  0.102
H -2.4186 2.6646 3.3006  0.096
H -5.5545 0.1406 2.2727  0.113
H -6.5486 1.0813 0.2057  0.112
H -5.0517 2.1653 -1.4887  0.103
H -2.6011 2.2086 -1.0309  0.091
C 0.7873 5.6720 -2.3862  -0.062
N 1.1226 4.7299 -1.3183  -0.176
C 0.9703 5.3056 0.0089  -0.072
C 0.6698 3.4132 -1.4565  -0.437
N -0.0094 2.7343 -0.6333  0.115
N 1.1371 2.8474 -2.6594  0.133
C 0.8490 1.6204 -3.2414  -0.507
N 1.4882 1.5000 -4.4621  0.138
N 0.1178 0.7144 -2.7067  0.053
H 1.3567 6.5884 -2.2376  0.087
H -0.2797 5.9263 -2.3892  0.095
H 1.0400 5.2791 -3.3679  0.073
H 1.5906 6.1996 0.0736  0.091
H 1.2985 4.6004 0.7711  0.077
H -0.0684 5.5937 0.2248  0.096
H -0.3133 3.2752 0.1719  0.049
H 1.9215 3.3369 -3.0511  0.132
H 1.6844 2.3412 -4.9781  0.094
H 1.1953 0.7268 -5.0346  0.101
H -0.0126 -0.0662 -3.3458  0.060
N 2.8011 0.1141 -0.4843  0.105
C 3.2785 -0.7922 -1.0328  -0.297
N 3.8309 -1.8589 -1.5913  -0.108
C 4.0146 -3.0687 -0.7626  -0.108
C 3.7929 -4.3375 -1.6135  -0.159
C 3.4799 -3.9963 -3.0694  -0.196
C 4.5554 -3.0611 -3.6173  -0.171
C 4.5527 -1.7173 -2.8673  -0.131
H 3.2818 -3.0082 0.0377  0.116
H 5.0057 -3.0540 -0.3063  0.120
H 2.9918 -4.9342 -1.1783  0.111
H 4.6976 -4.9485 -1.5880  0.109
H 2.4972 -3.5220 -3.1432  0.115
H 3.4337 -4.9107 -3.6605  0.115
H 4.4110 -2.8731 -4.6814  0.108
H 5.5303 -3.5448 -3.5134  0.112
H 4.0310 -0.9548 -3.4420  0.114
H 5.5672 -1.3573 -2.6861  0.118

---

3.
Molecular formula: C34H39N5O2P2S2Sn
Method: DFT, ωB97M-V with the def2-TZVPD basis set

The LUMO energy is -2.187 eV. The value obtained for the highest occupied orbital energy is -7.246 eV. The max |F| is 3.53 eV Å⁻¹. The multiplicity is 1.

Each line ends with the Löwdin charge.
Element x y z (Å)
Sn -0.1838 2.1251 -2.7937  1.431
C -1.7865 1.7995 -6.6339  -0.119
C -1.9171 0.4839 -6.4234  -0.136
C -0.9725 -0.5599 -6.9196  -0.166
C 0.5423 -0.1848 -6.8443  -0.167
C 0.9567 0.6066 -5.6346  -0.149
C 0.7400 1.9354 -5.4355  -0.281
C 0.4675 2.9346 -6.5269  -0.170
C -0.6986 2.4531 -7.4270  -0.182
C 0.8999 1.8231 -0.4807  -0.348
H -2.5989 2.5058 -6.3684  0.106
H -2.8412 0.0399 -6.0592  0.096
H -1.2358 -0.8724 -7.9486  0.127
H -1.1033 -1.4784 -6.3174  0.102
H 1.0379 -1.1608 -6.8009  0.109
H 0.8740 0.3352 -7.7545  0.108
H 1.7798 0.1202 -5.0603  0.075
H 1.1411 2.5940 -4.5924  -0.012
H 1.3889 3.1209 -7.0966  0.132
H 0.1492 3.8522 -6.0180  0.106
H -1.1442 3.3609 -7.8601  0.113
H -0.2853 1.8347 -8.2523  0.112
H 0.2372 2.2044 0.3123  -0.039
H 1.8632 2.3681 -0.3662  -0.020
H 1.1678 0.8137 -0.0979  -0.096
P 1.5689 -0.4068 -2.2114  1.081
P -1.7540 -1.3964 -1.5131  0.881
N 3.0139 0.5652 -3.0745  -0.188
N 2.6992 -1.6515 -1.7827  -0.266
N -2.3875 0.1157 -2.1568  -0.200
N -3.2674 -2.2052 -1.5484  -0.265
C 0.5253 -1.3465 -3.3915  -0.426
C -0.6888 -2.1801 -2.8703  -0.330
C 3.1871 1.9417 -2.8992  -0.213
C 4.1893 2.4000 -3.7428  -0.095
C 4.6877 1.2706 -4.4611  -0.084
C 3.9415 0.1634 -4.0449  -0.153
C 3.5672 -1.4484 -0.6945  -0.128
C 4.1884 -2.6385 -0.3858  -0.086
C 3.6848 -3.6390 -1.2893  -0.085
C 2.7683 -3.0061 -2.1059  -0.150
C -2.2816 1.3956 -1.5491  -0.283
C -2.8522 2.3488 -2.4548  -0.167
C -3.0359 1.6769 -3.6864  -0.146
C -2.7315 0.3379 -3.4822  -0.170
C -4.1491 -2.4624 -2.6103  -0.140
C -5.2675 -3.1537 -2.1359  -0.084
C -5.0697 -3.3184 -0.7262  -0.095
C -3.8637 -2.7219 -0.3844  -0.119
H 1.1220 -1.9656 -4.0823  0.082
H 0.0609 -0.5515 -3.9998  0.010
H -1.3732 -2.3964 -3.7264  0.064
H -0.3942 -3.1810 -2.4730  0.090
H 2.6263 2.4774 -2.1487  0.040
H 4.5525 3.4180 -3.8262  0.095
H 5.5229 1.2965 -5.1560  0.095
H 4.0203 -0.8758 -4.3291  0.106
H 3.6432 -0.4489 -0.2793  0.113
H 4.9460 -2.7865 0.3981  0.105
H 3.9872 -4.6981 -1.3215  0.103
H 2.1680 -3.3935 -2.9206  0.093
H -2.1660 1.5069 -0.4689  0.093
H -3.0711 3.3743 -2.1927  0.114
H -3.3417 2.1331 -4.6336  0.093
H -2.7772 -0.5170 -4.1854  0.094
H -3.9289 -2.1255 -3.5982  0.075
H -6.1171 -3.5127 -2.7256  0.098
H -5.7377 -3.8377 -0.0446  0.095
H -3.3457 -2.5979 0.5554  0.072
O -0.3482 2.7586 4.6488  -0.316
S 0.2122 1.4659 4.3251  0.652
O 1.5578 1.2091 4.7491  -0.299
N 0.0631 1.1270 2.6612  -0.094
C -0.7617 0.1447 2.3589  -0.774
S -0.8996 -0.6131 0.8390  0.563
C -1.4416 -0.4251 3.5503  -0.229
C -2.2832 -1.5419 3.6110  -0.040
C -2.7552 -1.9944 4.8432  -0.077
C -2.3513 -1.3344 6.0078  -0.077
C -1.4421 -0.2565 5.9517  -0.037
C -0.9546 0.1839 4.7177  -0.220
H -2.5180 -2.0978 2.6930  0.079
H -3.3950 -2.8703 4.9173  0.102
H -2.7308 -1.6964 6.9584  0.099
H -1.1188 0.2680 6.8558  0.118

---

4.
Molecular formula: C34H39N5OSr
Method: DFT, ωB97M-V with the def2-TZVPD basis set

The LUMO energy (spin up / spin down) is 4.123 / 4.123 eV. The value obtained for the highest occupied orbital energy (spin up / spin down) is -1.433 / 0.700 eV. As for the charge: -2. The max |F| is 6.88 eV Å⁻¹. The multiplicity is 1.

Each line ends with the Löwdin charge.
Element x y z (Å)
Sr -0.1891 1.1264 0.0937  1.344
N 1.6920 2.3671 2.3425  0.005
N -2.6089 2.0305 0.4103  -0.083
C -0.0887 -1.9469 -0.3797  -0.299
C -0.3188 -1.6022 0.9883  -0.349
C 0.9418 -1.2192 1.5507  -0.312
C 1.2326 -0.8362 2.9652  -0.091
H 0.4422 -1.1905 3.6432  0.065
H 1.3328 0.2653 3.0804  0.031
H 2.1901 -1.2787 3.2978  0.068
C 1.9202 -1.3131 0.5285  -0.292
C 3.3900 -1.1940 0.7164  -0.077
H 3.8500 -2.1586 1.0128  0.074
H 3.6454 -0.4526 1.4877  0.066
H 3.8743 -0.8827 -0.2174  0.063
C 1.2923 -1.7720 -0.6493  -0.283
C 2.0418 -2.1626 -1.8732  -0.068
H 2.6200 -1.3031 -2.2499  0.062
H 1.3723 -2.5035 -2.6830  0.061
H 2.7634 -2.9835 -1.6617  0.075
C -1.6105 -1.6886 1.7182  -0.080
H -1.7220 -2.6617 2.2269  0.071
H -2.4683 -1.5867 1.0360  0.055
H -1.6955 -0.9019 2.4857  0.055
C -1.0886 -2.5425 -1.3060  -0.070
H -0.8210 -2.3575 -2.3588  0.059
H -2.0904 -2.1197 -1.1421  0.060
H -1.1704 -3.6380 -1.1732  0.075
C 2.7420 3.2176 2.2666  -0.203
H 3.7444 2.9109 2.6983  0.106
C 2.5851 4.5126 1.6392  -0.134
H 3.4605 5.1875 1.6363  0.073
C 1.3622 4.8756 1.0006  -0.124
H 1.3065 5.8119 0.4186  0.096
C 0.2509 4.0485 1.1833  -0.126
H -0.7338 4.2086 0.7486  0.072
C 0.3282 2.9047 2.1816  -0.519
C -0.8199 2.3500 2.9776  -0.026
H -0.7672 1.0526 3.1172  0.027
C -2.5512 1.3595 -0.6148  -0.403
C -3.9686 2.2634 0.6921  -0.130
H -4.1373 2.7905 1.6832  0.107
C -4.7591 1.7339 -0.3097  -0.138
H -5.8970 1.8231 -0.3973  0.127
N -3.8100 1.1784 -1.2060  -0.041
C -4.0337 0.1115 -2.0692  -0.160
C -5.0434 -0.7528 -1.6786  -0.199
C -5.3761 -1.8110 -2.5439  -0.015
H -6.2262 -2.4835 -2.3018  0.112
C -4.6347 -2.0146 -3.7300  -0.290
C -5.1074 -3.0578 -4.6991  -0.085
H -4.2673 -3.4672 -5.2684  0.070
H -5.8326 -2.6213 -5.4009  0.075
H -5.6110 -3.8557 -4.1390  0.068
C -3.4898 -1.2256 -4.0106  -0.008
H -2.8821 -1.4273 -4.9229  0.124
C -3.1467 -0.1731 -3.1372  -0.189
C -1.8875 0.6189 -3.3511  -0.067
H -1.9402 1.6146 -2.8939  0.060
H -1.6860 0.7656 -4.4277  0.078
H -0.9790 0.1211 -2.9516  0.078
C -5.6306 -0.6285 -0.3090  -0.063
H -6.0435 0.3646 -0.0927  0.025
H -4.8876 -0.8443 0.4845  0.104
H -6.4565 -1.3370 -0.1761  0.075
N 6.7579 3.8267 -2.4797  0.098
C 5.7547 3.5034 -3.3451  -0.553
O 5.7885 3.7648 -4.5702  -0.079
C 4.5551 2.8477 -2.7188  -0.213
C 4.4084 2.6735 -1.3322  -0.072
C 3.2909 1.9849 -0.8402  -0.194
N 2.2171 1.6312 -1.6046  -0.052
C 2.4238 1.6967 -2.9546  -0.196
C 3.5339 2.3317 -3.5343  -0.065
H 7.6319 4.1926 -2.9474  0.110
H 6.9082 3.3577 -1.6211  0.047
H 5.1398 3.0395 -0.6054  0.079
H 3.2627 1.7080 0.2313  0.074
H 1.6798 1.2139 -3.6034  0.082
H 3.6025 2.4090 -4.6219  0.091

---

- Number 4 is which compound?
  C34H39N5OSr

---

- Among the records above, which one has the lowest max |F|?
  C34H39N10O4PSn

---

- Among the records above, which one has the lowest max |F|?
  C34H39N10O4PSn